Entry 1:
This record from the Open Molecules 2025 dataset describes a 4-piece molecular cluster, H8O4 overall. The level of theory is the ωB97M-V functional and the def2-TZVPD basis.

Geometry as XYZ:
```
12
Properties=species:S:1:pos:R:3:forces:R:3:nbo_charge:R:1
H 22.837 3.244 -18.800 -0.146 -0.001 -0.045 0.466
H 22.605 0.427 -18.745 -0.096 -0.029 -0.081 0.463
O 21.888 0.685 -19.336 0.266 0.061 -0.060 -0.956
H 19.127 2.710 -24.170 0.096 -0.006 0.108 0.482
H 23.352 1.637 -22.649 -0.027 0.087 0.114 0.479
H 21.823 1.749 -22.654 -0.016 0.168 0.144 0.498
H 22.298 3.220 -20.222 0.088 0.091 0.048 0.481
O 19.885 2.164 -23.933 0.116 -0.160 -0.154 -0.952
H 20.009 1.574 -24.686 -0.081 0.076 0.070 0.472
O 22.622 3.821 -19.540 0.067 -0.004 -0.056 -0.949
O 22.601 1.847 -22.084 -0.141 -0.205 -0.111 -0.972
H 22.322 0.917 -20.172 -0.127 -0.076 0.023 0.487
```
Forces are in eV/Å.

## Properties
SMILES	O.O.O.O

Entry 2:
This record from the Open Molecules 2025 dataset describes C5H7NO4 as an isolated structure. The level of theory is the ωB97M-V functional and the def2-TZVPD basis.

Geometry as XYZ:
```
17
Properties=species:S:1:pos:R:3:forces:R:3:nbo_charge:R:1
N 0.045 -0.825 0.404 -3.246 -2.123 -0.012 -0.838
H -2.824 -1.217 1.630 1.279 0.691 0.723 0.474
H -1.004 -1.338 0.267 4.080 2.412 -0.139 0.408
C 1.861 0.900 -0.190 0.594 -0.431 1.543 0.771
H 0.629 -1.591 0.740 0.038 0.427 0.009 0.389
C -1.528 0.377 2.081 -2.799 -0.030 2.610 0.671
H -0.733 -0.092 -2.188 0.213 0.179 0.049 0.227
O -1.019 1.025 2.970 -0.263 -2.859 -2.379 -0.495
C 1.419 -0.177 -1.831 0.232 -0.097 -0.094 0.055
H 0.050 1.580 -2.067 0.053 -0.310 0.038 0.235
H 1.736 -1.078 -2.351 -0.095 0.319 0.154 0.224
C 0.111 0.513 -1.848 -0.362 0.007 0.010 -0.412
C 0.685 0.019 -0.523 -0.730 -0.449 -0.426 -0.026
O 2.355 1.353 0.796 -0.503 0.078 -0.754 -0.520
O -1.971 -1.102 2.136 0.314 2.243 0.081 -0.783
O 2.437 0.776 -1.424 0.217 0.197 -0.787 -0.489
H -2.250 0.876 1.398 0.977 -0.254 -0.627 0.109
```
Forces are in eV/Å.

Entry 3:
This record from the Open Molecules 2025 dataset describes a 2-piece molecular cluster, C4H8N3S2 overall. The level of theory is the ωB97M-V functional and the def2-TZVPD basis.

Geometry as XYZ:
```
17
Properties=species:S:1:pos:R:3:forces:R:3:nbo_charge:R:1
H 0.595 -2.780 0.103 -0.134 1.906 0.777 0.272
N 1.236 1.060 -0.457 -3.390 -1.102 -0.530 -0.367
N -1.575 -1.183 0.121 -0.484 0.680 -1.581 -0.595
C 2.245 -1.066 0.026 -6.133 -1.355 0.276 -0.234
C 2.258 0.280 -0.137 3.210 1.050 1.088 0.081
C 0.034 0.539 -0.472 2.257 -1.466 1.317 0.283
H 4.244 0.490 0.978 1.267 -1.805 1.651 0.113
N -0.268 -0.819 -0.051 1.424 1.762 0.173 -0.141
H 3.095 -1.698 0.099 0.310 -0.506 0.204 0.268
H -3.334 3.068 -0.074 0.101 0.472 -0.273 0.163
C 0.736 -1.644 0.152 5.092 -0.328 -1.824 0.119
H -0.767 1.152 -0.715 -1.719 0.726 -0.421 0.231
H -1.772 -1.888 0.777 0.438 -1.112 0.961 0.401
H -4.505 1.713 -1.004 0.693 0.282 0.941 0.184
S -3.789 1.854 0.178 -0.709 -0.831 -0.644 -0.332
S 3.720 1.307 0.179 -1.856 0.918 -2.022 0.147
H -2.152 -0.385 0.296 -0.367 0.710 -0.094 0.407
```
Forces are in eV/Å.

## Properties
net charge	+1

Asked for LUMO energy across the records above, the calculation gives 0.0140; 0.0099; -0.1753 Ha in order.
Asked for ΔE to the lowest compared entry with this formula, charge and spin across the records above, the calculation gives 17.1; 76.9; 43.8 kcal per mole in order.